Density functional theory data (ωB97M-V/def2-TZVPD) for a 14-piece molecular cluster, C75H69F9N4O overall in a non-equilibrium geometry.

Last column: Löwdin charge in e.
Atoms and positions in Å:
N: 31.45705 -5.72882 35.96658  0.053
C: 30.80815 -5.22338 37.08443  -0.118
C: 30.79736 -3.86548 37.42823  -0.107
C: 31.46733 -2.96561 36.67659  -0.085
C: 31.98144 -3.42589 35.42991  -0.065
C: 31.92705 -4.78578 35.12231  -0.165
H: 30.20866 -5.94059 37.62537  0.095
H: 30.33204 -3.56963 38.35686  0.100
H: 31.42507 -1.90601 36.88118  0.103
H: 32.28711 -2.72889 34.66365  0.093
H: 32.29003 -5.16679 34.17919  0.097
N: 30.78612 2.83944 22.31208  0.045
C: 31.21251 3.45341 21.17287  -0.150
C: 31.07419 2.91106 19.89916  -0.076
C: 30.50313 1.65700 19.86198  -0.105
C: 29.96593 1.00058 20.96685  -0.076
C: 30.11920 1.63478 22.21407  -0.123
H: 31.61324 4.45456 21.23207  0.096
H: 31.53826 3.37792 19.04296  0.101
H: 30.41659 1.06139 18.96523  0.099
H: 29.41760 0.08392 20.80722  0.096
H: 29.61710 1.25528 23.09173  0.093
N: 29.65932 -9.60129 30.60842  0.039
C: 28.68734 -8.79537 30.06318  -0.115
C: 28.99672 -7.71268 29.15861  -0.066
C: 30.32329 -7.56895 28.78132  -0.103
C: 31.34666 -8.32952 29.34836  -0.070
C: 30.94158 -9.30044 30.27079  -0.159
H: 27.68452 -9.01826 30.39645  0.090
H: 28.21220 -7.04149 28.84169  0.092
H: 30.59568 -6.71199 28.18313  0.098
H: 32.41386 -8.20192 29.24248  0.099
H: 31.63543 -9.85947 30.88108  0.095
N: 37.70109 -7.06506 31.88789  0.035
C: 37.56258 -7.55955 33.13285  -0.147
C: 37.75076 -6.77661 34.31558  -0.052
C: 38.29706 -5.46982 34.16166  -0.076
C: 38.47155 -4.98000 32.85636  -0.085
C: 38.19528 -5.80207 31.74632  -0.138
H: 37.19751 -8.57464 33.18485  0.093
H: 37.55390 -7.14762 35.31058  0.089
H: 38.48207 -4.76221 34.95631  0.096
H: 38.77337 -3.94731 32.76230  0.092
H: 38.37833 -5.44725 30.74283  0.093
C: 28.11345 3.15946 34.19867  -0.159
O: 27.31359 2.47095 35.17140  -0.128
H: 27.92215 3.02904 33.13355  0.074
H: 28.08104 4.21755 34.45849  0.072
H: 29.11679 2.77352 34.37882  0.074
H: 26.40198 2.48623 34.87085  0.067
F: 33.47825 -5.08164 24.25304  0.025
C: 34.55264 -4.20779 24.28111  -0.268
C: 34.35054 -2.88999 23.90098  -0.019
C: 35.43782 -2.03801 23.84219  -0.082
C: 36.67650 -2.44731 24.31220  -0.098
C: 36.83059 -3.74336 24.73906  -0.082
C: 35.74310 -4.61609 24.79413  -0.024
H: 33.35972 -2.71589 23.50807  0.116
H: 35.31103 -1.02606 23.48682  0.105
H: 37.50002 -1.74880 24.29495  0.103
H: 37.78098 -4.10325 25.10463  0.105
H: 35.80672 -5.62953 25.16195  0.119
F: 39.15398 0.92528 35.33268  0.050
C: 39.04306 0.41856 36.58176  -0.263
C: 40.14812 0.11115 37.38813  -0.022
C: 39.94089 -0.41209 38.67209  -0.053
C: 38.58735 -0.76987 39.06748  -0.088
C: 37.53733 -0.35891 38.30944  -0.120
C: 37.75356 0.19305 37.06496  -0.024
H: 41.17733 0.27023 37.10210  0.108
H: 40.75047 -0.72612 39.31425  0.095
H: 38.38700 -1.20277 40.03643  0.094
H: 36.55750 -0.30960 38.76099  0.108
H: 36.83897 0.43136 36.54235  0.114
F: 34.88946 2.81443 30.99401  0.044
C: 34.26980 1.74195 30.43109  -0.229
C: 34.86766 0.44654 30.26525  -0.020
C: 34.22088 -0.54167 29.57078  -0.105
C: 32.97888 -0.29512 29.03138  -0.093
C: 32.39506 0.96614 29.16801  -0.097
C: 32.97880 1.94033 29.92450  -0.033
H: 35.87645 0.27731 30.61181  0.109
H: 34.78765 -1.45531 29.46862  0.107
H: 32.43128 -1.03778 28.47013  0.100
H: 31.40590 1.08447 28.75095  0.105
H: 32.40024 2.84269 30.05643  0.114
F: 25.15384 4.95713 27.73884  0.090
C: 24.16645 5.82986 27.76530  -0.347
C: 23.70676 6.38983 28.88479  -0.031
C: 22.68074 7.34951 28.92760  -0.085
C: 22.08449 7.65682 27.75610  -0.127
C: 22.45563 7.04652 26.54975  -0.044
C: 23.61240 6.18601 26.54748  0.013
H: 24.11629 6.11675 29.84610  0.116
H: 22.21498 7.70782 29.83373  0.108
H: 21.22259 8.29791 27.86801  0.101
H: 21.86160 7.25154 25.67140  0.096
H: 23.94244 5.66480 25.66102  0.110
F: 22.41833 -4.60122 31.20977  0.029
C: 23.63240 -3.92531 31.20076  -0.273
C: 24.46856 -4.19269 32.21763  -0.059
C: 25.73073 -3.72756 32.27513  -0.081
C: 26.19688 -2.87724 31.26049  -0.076
C: 25.31628 -2.57055 30.21744  -0.074
C: 24.01181 -3.10659 30.18202  -0.013
H: 24.03788 -4.69640 33.07039  0.127
H: 26.34984 -4.00743 33.11463  0.109
H: 27.22078 -2.54108 31.18957  0.098
H: 25.59145 -1.79233 29.52098  0.099
H: 23.34143 -2.90534 29.35952  0.116
F: 33.83750 12.64984 28.16945  0.043
C: 34.52622 11.84921 29.02225  -0.258
C: 34.56845 10.44631 28.77281  -0.019
C: 35.32886 9.63473 29.59991  -0.077
C: 35.92631 10.26305 30.72826  -0.083
C: 35.84290 11.64414 30.98059  -0.087
C: 35.19322 12.43302 30.06894  -0.043
H: 34.08901 9.99479 27.91685  0.109
H: 35.42635 8.61866 29.24707  0.102
H: 36.48248 9.62594 31.39994  0.090
H: 36.33704 12.10474 31.82325  0.105
H: 35.19430 13.49648 30.25719  0.118
F: 41.70598 -0.11751 28.01386  0.040
C: 42.87270 0.56400 27.81020  -0.275
C: 43.31023 0.61663 26.49969  -0.010
C: 44.54315 1.26842 26.24278  -0.089
C: 45.29675 1.87921 27.22920  -0.095
C: 44.78966 1.89399 28.55424  -0.063
C: 43.61359 1.17127 28.80972  -0.025
H: 42.75883 0.15734 25.69259  0.112
H: 44.82066 1.38582 25.20567  0.098
H: 46.20164 2.39414 26.94206  0.097
H: 45.38115 2.46399 29.25540  0.100
H: 43.26120 1.13812 29.83008  0.110
F: 38.60412 5.46215 38.72845  0.072
C: 37.30610 5.18479 38.75967  -0.288
C: 36.74662 4.85761 40.00957  -0.007
C: 35.41175 4.38876 40.08330  -0.068
C: 34.67528 4.46691 38.89747  -0.106
C: 35.20126 4.92048 37.68724  -0.097
C: 36.52627 5.21933 37.60740  -0.031
H: 37.34402 4.92887 40.90647  0.107
H: 34.99741 4.11324 41.04184  0.100
H: 33.61490 4.27237 38.96178  0.094
H: 34.55234 5.02258 36.82999  0.107
H: 36.96530 5.49616 36.66029  0.117
F: 43.88428 8.51125 30.23202  0.048
C: 43.67901 7.60733 31.22853  -0.267
C: 42.49860 6.92748 31.39989  -0.026
C: 42.32241 6.04668 32.47194  -0.074
C: 43.38294 5.80290 33.32964  -0.113
C: 44.57767 6.42263 33.14632  -0.097
C: 44.75487 7.31718 32.08812  -0.009
H: 41.63540 7.15380 30.79155  0.114
H: 41.40020 5.48654 32.51864  0.105
H: 43.27591 5.07127 34.11682  0.103
H: 45.45782 6.21340 33.73620  0.105
H: 45.64798 7.91597 31.98702  0.111

Summary:
maximum force	3.81	eV/Å
relative energy (zero: lowest compared OMol25 entry of this formula, charge and spin)	2.2013	eV
charge	0
HOMO-LUMO gap	0.338	Eh
molar mass	1213.39	g/mol
E_HOMO	-9.1	eV